{
  "formula": "C32H28N6O10",
  "method": "wB97M-V/def2-TZVPD",
  "relative_energy_kcal_mol": 0.0,
  "energy_ha": -2316.631589,
  "spin_multiplicity": 1,
  "molar_mass_g_mol": 656.61,
  "homo_lumo_gap_ev": 8.92,
  "smiles": "O=[N+]([O-])c1ccccc1.O=[N+]([O-])c1ccccc1.O=[N+]([O-])c1ccccc1.O=[N+]([O-])c1ccccc1.O=[N+]([O-])c1ccccc1.CC#N",
  "species": ["O", "N", "O", "C", "C", "C", "C", "C", "C", "H", "H", "H", "H", "H", "O", "N", "O", "C", "C", "C", "C", "C", "C", "H", "H", "H", "H", "H", "O", "N", "O", "C", "C", "C", "C", "C", "C", "H", "H", "H", "H", "H", "O", "N", "O", "C", "C", "C", "C", "C", "C", "H", "H", "H", "H", "H", "O", "N", "O", "C", "C", "C", "C", "C", "C", "H", "H", "H", "H", "H", "C", "C", "N", "H", "H", "H"],
  "coordinates": [[-3.4054, 6.4225, 0.0412], [-3.4290, 6.7587, 1.2177], [-4.1111, 7.6814, 1.6540], [-2.6161, 6.0154, 2.1903], [-2.6403, 6.3644, 3.5363], [-1.8819, 5.6171, 4.4382], [-1.1559, 4.5435, 3.9478], [-1.0662, 4.2552, 2.5931], [-1.8249, 4.9851, 1.6984], [-3.0562, 7.3279, 3.7974], [-1.9690, 5.9154, 5.4729], [-0.6065, 3.9547, 4.6749], [-0.4766, 3.4062, 2.2897], [-1.8545, 4.6106, 0.6845], [4.0972, 1.2257, -5.7062], [4.0336, 0.5310, -4.7145], [3.0899, -0.1789, -4.4314], [5.2221, 0.4545, -3.8803], [5.0450, 0.0947, -2.5487], [6.1325, 0.1151, -1.6984], [7.4101, 0.4004, -2.2097], [7.5838, 0.7065, -3.5349], [6.4769, 0.7581, -4.3821], [4.0827, -0.2092, -2.1618], [5.9310, -0.1623, -0.6729], [8.2054, 0.5888, -1.4982], [8.5542, 1.0389, -3.8761], [6.6172, 0.9348, -5.4392], [-0.4585, -0.1819, 2.0567], [-0.6138, 0.5237, 1.0840], [-1.1884, 1.5889, 1.0897], [-0.1172, 0.0322, -0.1996], [0.6954, -1.0973, -0.2092], [1.0549, -1.6288, -1.4344], [0.7945, -0.8991, -2.5912], [0.0676, 0.2892, -2.5656], [-0.4245, 0.7431, -1.3674], [1.0622, -1.5589, 0.6961], [1.5493, -2.5657, -1.6514], [1.2118, -1.2624, -3.5190], [-0.2101, 0.8592, -3.4420], [-0.9847, 1.6619, -1.2878], [-0.0817, -4.8511, -1.4563], [0.0342, -6.0124, -1.8217], [-0.8293, -6.6191, -2.4136], [1.2627, -6.6804, -1.4692], [1.5650, -7.9654, -1.9072], [2.7422, -8.6197, -1.5647], [3.6824, -7.9401, -0.7754], [3.3985, -6.6649, -0.3119], [2.1761, -6.1108, -0.5942], [0.8424, -8.5452, -2.4719], [2.9822, -9.6188, -1.8923], [4.5819, -8.4875, -0.5239], [4.0868, -6.0865, 0.2880], [1.8858, -5.2115, -0.0598], [-5.6876, -1.7653, 3.1607], [-5.1443, -0.7344, 2.8603], [-5.0003, -0.2982, 1.7413], [-4.5769, 0.0643, 3.9381], [-5.1972, 0.0449, 5.1910], [-4.5618, 0.6992, 6.2377], [-3.3699, 1.3542, 6.0510], [-2.7662, 1.4074, 4.8278], [-3.4096, 0.8117, 3.7510], [-6.1090, -0.4990, 5.3892], [-4.9700, 0.7232, 7.2408], [-2.9667, 1.9768, 6.8454], [-1.8504, 1.9526, 4.6579], [-2.9561, 0.8761, 2.7709], [-4.2721, 2.0729, -4.7615], [-3.7546, 2.0139, -3.3887], [-3.3820, 1.9141, -2.3115], [-3.4826, 1.7415, -5.4371], [-4.6344, 3.0597, -5.0290], [-5.0639, 1.3375, -4.9020]],
  "atomic_forces_ev_per_a": [[0.14, 0.13, 0.85], [-0.71, 0.67, -0.29], [0.45, -0.53, -0.28], [0.40, -0.40, -0.31], [0.80, 0.49, -0.55], [-1.02, 0.43, -0.91], [0.54, 0.07, 0.88], [-0.27, 0.09, 0.80], [-0.17, -0.72, 0.09], [-0.52, -0.31, 0.21], [0.43, -0.32, 0.15], [0.10, -0.09, -0.18], [-0.01, 0.05, -0.23], [-0.14, 0.58, -0.17], [-0.07, 0.32, -0.03], [0.29, -0.59, -1.02], [-0.14, 0.15, 0.28], [0.39, 0.00, 0.94], [0.07, -0.06, 0.00], [0.19, -0.43, -0.58], [-0.70, 0.65, 1.39], [-0.38, 0.44, -0.31], [0.07, -0.43, -0.35], [-0.16, 0.19, -0.20], [0.42, 0.18, 0.13], [0.22, -0.48, -0.13], [0.01, -0.23, -0.21], [-0.18, 0.31, 0.03], [0.10, -0.04, 0.40], [0.08, -0.39, -0.45], [-0.24, 0.47, 0.17], [0.63, 0.07, -0.63], [-0.18, -0.45, 0.07], [0.12, 0.72, -1.17], [-0.22, 0.14, -0.28], [-0.14, -0.24, 0.00], [0.11, -0.02, 1.23], [-0.46, -0.01, 0.17], [0.25, -0.08, 0.89], [-0.26, -0.04, -0.10], [0.37, -0.18, -0.22], [-0.23, -0.13, -0.06], [0.20, -0.18, -0.14], [-0.75, 0.82, 0.52], [0.18, -0.39, -0.25], [1.75, -1.52, 0.60], [-0.79, -0.95, -0.67], [0.45, 1.27, 0.67], [-0.25, -0.64, -0.49], [0.23, -0.53, 0.06], [-0.96, 1.55, 0.19], [-0.07, 0.39, -0.19], [-0.31, -0.08, -0.13], [0.18, 0.35, 0.08], [0.05, -0.25, 0.17], [0.12, 0.18, -0.41], [-0.50, -0.66, 0.11], [0.51, 0.90, -0.09], [-0.05, -0.10, -0.55], [0.34, 0.78, 1.46], [0.55, -0.29, 0.08], [-0.52, -0.13, 0.25], [0.34, 1.05, 0.74], [-0.40, -0.07, -1.09], [0.06, -0.73, -0.61], [-0.02, -0.08, -0.29], [-0.33, -0.14, -0.17], [0.10, -0.44, 0.17], [0.01, -0.03, 0.02], [-0.10, -0.10, -0.05], [0.31, -0.59, 0.03], [-0.53, -0.01, -0.61], [0.25, 0.08, 0.31], [0.08, 0.34, -0.05], [0.08, 0.07, 0.05], [-0.16, 0.13, 0.27]]
}